Entry 1:
Molecular formula: C8H16IN3P
Method: DFT, ωB97M-V/def2-TZVPD

Last column: Löwdin charge in e.
CARTESIAN COORDINATES (ANGSTROEM)
I  3.83  -0.05  0.92  0.925
P  1.65  1.81  -0.37  0.843
N  -0.43  -0.33  -0.18  -0.058
N  1.83  0.20  0.20  -0.616
N  -1.25  -1.45  -0.01  -0.072
C  -0.89  0.94  0.35  -0.343
C  0.93  -0.74  -0.34  -0.465
C  -0.85  -2.66  -0.12  0.149
C  0.04  1.98  -0.28  -0.245
C  -2.66  -1.00  0.28  0.044
C  3.26  2.50  -0.36  -0.336
C  1.18  -0.80  -1.92  -0.011
C  -0.78  0.80  1.89  -0.019
H  -2.65  -0.48  1.22  0.069
H  3.23  3.43  -0.80  -0.047
H  -1.55  -3.40  -0.09  0.082
H  -3.17  -0.28  -0.42  0.133
H  -1.93  1.19  -0.10  0.161
H  1.68  -1.73  -2.05  0.063
H  0.16  -3.07  -0.38  0.130
H  -3.28  -1.89  0.17  0.113
H  0.28  -0.96  -2.55  0.092
H  -0.41  2.88  -0.62  0.061
H  -1.31  -0.06  2.31  0.081
H  1.02  -1.80  0.10  0.123
H  -1.31  1.54  2.35  0.056
H  0.21  0.89  2.21  0.072
H  1.60  0.13  -2.26  0.052
H  3.88  1.92  -1.04  -0.037

The largest force on an atom is 3.459 eV Å⁻¹. The gap between HOMO and LUMO is 7.132 eV. The value obtained for the HOMO energy is -0.4118 hartree. Its relative energy (zero: lowest compared OMol25 entry of this formula, charge and spin) is 65.0 kcal per mole. The value obtained for the lowest unoccupied orbital energy is -4.1 eV. Its charge is +1.

Entry 2:
Molecular formula: C5H7N2O
Method: DFT, ωB97M-V/def2-TZVPD

Last column: Löwdin charge in e.
CARTESIAN COORDINATES (ANGSTROEM)
O  -2.83  1.08  0.04  0.237
N  0.88  -1.10  0.31  0.182
N  -0.54  0.33  0.22  0.140
C  0.92  0.46  0.59  -0.173
C  -1.86  -1.29  -0.33  0.119
C  1.82  1.28  -0.28  -0.030
C  -2.00  0.28  -0.17  -0.279
C  -0.41  -0.96  0.01  -0.227
H  1.65  1.12  -1.42  0.128
H  -2.19  -1.81  -1.19  0.118
H  1.54  -1.90  -0.07  0.226
H  1.46  2.26  -0.04  0.084
H  2.91  1.03  0.08  0.144
H  -2.42  -1.55  0.61  0.169
H  1.08  0.75  1.63  0.163

The largest force on an atom is 3.188 eV Å⁻¹. The gap between HOMO and LUMO is 11.361 eV. The value obtained for the HOMO energy is -0.5676 hartree. Its relative energy (zero: lowest compared OMol25 entry of this formula, charge and spin) is 64.9 kcal per mole. The value obtained for the lowest unoccupied orbital energy is -4.1 eV. Its charge is +1.

Entry 3:
Molecular formula: C5
Method: DFT, ωB97M-V/def2-TZVPD

Last column: Löwdin charge in e.
CARTESIAN COORDINATES (ANGSTROEM)
C  -0.65  -0.76  -0.37  -0.031
C  0.06  0.76  -0.09  -0.226
C  1.38  0.37  -0.06  0.128
C  0.51  -0.79  0.32  -0.042
C  -1.29  0.42  0.20  0.170

The largest force on an atom is 2.871 eV Å⁻¹. The gap between HOMO and LUMO (alpha / beta) is 7.557 / 7.555 eV. The value obtained for the HOMO energy (alpha / beta) is -0.3689 / -0.3688 hartree. Its relative energy (zero: lowest compared OMol25 entry of this formula, charge and spin) is 64.6 kcal per mole. The value obtained for the lowest unoccupied orbital energy (alpha / beta) is -2.5 / -2.5 eV.